# 1
This record from OMol25 describes a molecular structure, C38H36CoN4O7P in a non-equilibrium geometry. The level of theory is ωB97M-V/def2-TZVPD.

CARTESIAN COORDINATES (ANGSTROEM)
Co (0.11780, 0.64503, -0.20073)
P (-1.61046, -1.42587, -0.58265)
O (3.25830, 3.21631, 0.43196)
O (1.74098, 1.78394, -0.37660)
O (1.40755, -2.51276, -4.82296)
O (1.42121, 0.42948, -8.03143)
O (-0.99623, -1.02319, 3.98389)
O (-0.90246, -0.80252, 1.75319)
O (-3.39745, 2.40105, -1.59697)
N (0.86126, -1.47524, -6.72808)
N (0.51689, 0.66906, -2.45834)
N (-1.61792, 1.60700, -0.54241)
N (0.94579, 1.04754, 1.90119)
C (-0.54488, -0.49376, 2.87934)
C (0.49516, 0.54647, 3.05571)
C (-3.06910, -2.53209, -0.52787)
C (-1.96767, -0.88686, -2.31340)
C (2.48295, 2.40904, 3.11729)
C (2.38709, 2.39318, 0.52957)
C (-2.50171, 1.44094, -1.47628)
C (2.05208, -4.06589, 0.33339)
C (-0.33329, -3.76677, 0.30967)
C (-2.26977, 2.57628, 1.64490)
C (-2.51786, -1.41053, -4.59543)
C (-2.48018, 3.89711, 2.37889)
C (1.03222, -0.19439, -4.63326)
C (0.99160, 0.94875, 4.28821)
C (-4.07299, -4.56402, -1.33307)
C (0.77812, -4.53393, 0.61841)
C (-5.39621, -2.97513, -0.12613)
C (-3.17087, 0.70377, -3.68737)
C (1.23839, 1.09240, -5.11477)
C (0.73961, -0.34693, -3.27961)
C (1.99434, 1.91080, 4.31590)
C (-1.92750, 2.85037, 0.16815)
C (0.39959, -0.40221, -7.58647)
C (-4.29265, -2.14510, 0.00224)
C (-3.46444, 1.63648, 1.78573)
C (-2.55486, 0.37694, -2.47555)
C (0.62387, 1.90443, -2.94981)
C (-3.16642, -0.19310, -4.73531)
C (1.14119, -1.48045, -5.40656)
C (1.91411, 1.94206, 1.93625)
C (-2.96661, -3.74914, -1.20513)
C (2.21933, -2.79082, -0.19017)
C (1.11464, -2.00983, -0.46430)
C (-3.08274, 3.43699, -0.66632)
C (1.01354, 2.15601, -4.25276)
C (-1.93433, -1.76227, -3.38995)
C (-5.29097, -4.18479, -0.79145)
C (-0.17612, -2.52033, -0.30301)
H (1.91895, 0.01753, -8.74783)
H (0.71205, -1.35644, -2.88726)
H (-1.04558, 3.49982, 0.14038)
H (1.27143, -0.97638, -0.79381)
H (0.99417, -2.37788, -7.16893)
H (-4.36177, 2.05938, 1.34102)
H (-3.32492, 4.44440, 1.97058)
H (-6.34432, -2.67353, 0.29065)
H (-1.47213, -2.73186, -3.28670)
H (-3.97979, 3.66809, -0.08827)
H (-0.13435, -0.87155, -8.42130)
H (-6.15011, -4.82922, -0.89191)
H (2.39779, 2.24723, 5.25974)
H (-1.59550, 4.52616, 2.30264)
H (-4.38907, -1.19841, 0.51327)
H (-3.97729, -5.50059, -1.85860)
H (-3.63229, 1.67325, -3.79503)
H (0.43546, 2.72228, -2.26942)
H (3.20975, -2.40119, -0.36075)
H (3.26997, 3.14711, 3.07051)
H (-1.31555, -4.13940, 0.56000)
H (2.91685, -4.67233, 0.55192)
H (-1.39301, 2.08041, 2.07379)
H (-0.29166, 0.23959, -7.02770)
H (-2.02638, -4.06277, -1.63137)
H (-1.64796, -1.73069, 3.83916)
H (-3.67492, 0.05357, -5.65226)
H (0.65156, -5.50042, 1.08385)
H (-3.24859, 0.67830, 1.31081)
H (1.59414, 1.27114, -6.11784)
H (1.14739, 3.17217, -4.58984)
H (-2.67661, 3.71558, 3.43161)
H (-3.67244, 1.45635, 2.83714)
H (0.60320, 0.49785, 5.18856)
H (-2.48740, -2.09947, -5.42366)
H (-2.78701, 4.32099, -1.23842)

Computed properties:
total charge	+2
LUMO (spin up / spin down)	-8.261 / -8.304	eV
DFT total energy	-107184.512	eV

=====

# 2
This record from OMol25 describes a molecular structure, C16H14FeO6S in a non-equilibrium geometry. The level of theory is ωB97M-V/def2-TZVPD.

CARTESIAN COORDINATES (ANGSTROEM)
Fe (-1.17648, 0.12864, -1.38258)
S (0.70948, -0.54159, 4.47111)
O (-2.04493, -1.35364, -3.59950)
O (-3.81446, -0.45877, -0.42360)
O (-0.47786, 0.28991, 4.79442)
O (-2.56486, 2.07779, -2.98795)
O (1.81431, 0.14630, 3.79673)
O (1.80687, -0.72262, -1.35197)
C (-0.30268, 0.09261, 2.05877)
C (1.63823, -0.47999, 9.00936)
C (1.93849, -2.11143, -1.80286)
C (-0.56364, -1.22471, 1.39425)
C (0.34017, 1.07193, 1.35065)
C (0.69108, 0.97712, -0.01692)
C (-1.82065, 1.57847, -2.25434)
C (-0.30930, -1.23172, -0.11564)
C (-1.50695, -0.94313, -2.64740)
C (0.96852, -1.77535, 7.06313)
C (2.06092, 0.55983, 8.16906)
C (0.74521, -0.35857, -0.57514)
C (1.11225, -1.65475, 8.45317)
C (1.35750, -0.70885, 6.25834)
C (-2.70445, -0.22650, -0.65146)
C (1.91513, 0.44587, 6.78076)
H (0.53395, -2.66799, 6.61004)
H (2.91869, -2.17094, -2.29713)
H (2.20931, 1.27267, 6.12926)
H (0.60732, 1.98247, 1.88632)
H (-0.44258, -2.20990, -0.60356)
H (1.14228, -2.37020, -2.52398)
H (-0.89429, 0.37607, 2.92008)
H (1.93227, -2.79952, -0.93522)
H (2.47630, 1.47889, 8.58888)
H (1.27032, 1.74759, -0.53995)
H (0.11382, -1.99537, 1.80918)
H (1.70946, -0.36215, 10.09285)
H (0.78676, -2.46387, 9.10882)
H (-1.58584, -1.57667, 1.61665)

Computed properties:
multiplicity	5
total charge	0
LUMO (spin up / spin down)	0.461 / -2.971	eV
DFT total energy	-74318.859	eV
ΔE to the lowest compared entry with this formula, charge and spin	0.0	kJ/mol

=====

# 3
This record from OMol25 describes C7H8 in the gas phase in a non-equilibrium geometry. The level of theory is ωB97M-V/def2-TZVPD.

CARTESIAN COORDINATES (ANGSTROEM)
C (-1.45626, -0.06254, -0.69273)
C (-0.35635, 0.96307, -0.49732)
C (0.54189, -0.02260, 0.10531)
C (2.03366, -0.02961, 0.06191)
C (-1.45252, -0.47871, 0.74665)
C (-0.36858, 0.55422, 1.19770)
C (-0.50443, -1.13485, -0.21618)
H (-0.66356, 1.61465, 0.84735)
H (-2.28007, -0.92644, 1.29012)
H (-0.06979, 1.87061, -1.02986)
H (-2.27447, -0.10695, -1.39385)
H (2.43420, 0.90487, 0.46961)
H (2.37824, -0.13663, -0.97159)
H (2.43832, -0.85675, 0.65082)
H (-0.40027, -2.15234, -0.56792)

Computed properties:
total charge	0
structure (SMILES)	C[C@@]12[C@@H]3[C@H]4[C@@H]3[C@@H]1[C@H]42
LUMO	1.087	eV
DFT total energy	-7382.184	eV
ΔE to the lowest compared entry with this formula, charge and spin	633.2	kJ/mol

=====

# 4
This record from OMol25 describes C6H6O in the gas phase in a non-equilibrium geometry. The level of theory is ωB97M-V/def2-TZVPD.

CARTESIAN COORDINATES (ANGSTROEM)
O (-0.80148, -0.42568, 0.26143)
C (0.03249, 0.43636, 0.93051)
C (-0.44819, -0.99365, -0.96964)
C (-0.29404, 0.74708, 2.20944)
C (-1.34100, -1.55701, -1.78456)
C (1.13847, 1.10618, 0.20403)
C (2.16656, 1.60151, -0.16412)
H (-0.93712, -1.97414, -2.70044)
H (-2.36498, -1.67527, -1.53643)
H (0.59132, -0.81696, -1.25791)
H (-1.09368, 0.22558, 2.72079)
H (0.35509, 1.34986, 2.88223)
H (2.99654, 1.97613, -0.79533)

Computed properties:
total charge	0
structure (SMILES)	C#CC(=C)OC=C
LUMO	0.964	eV
DFT total energy	-8362.743	eV
ΔE to the lowest compared entry with this formula, charge and spin	363.1	kJ/mol